The following is a DFT calculation (wB97M-V/def2-TZVPD) of one molecule with the formula C3H4F2O in a non-equilibrium geometry.

ORCA input file:
```
! wB97M-V def2-TZVPD RIJCOSX def2/J DEFGRID3
* xyz 0 1
O 0.05 1.73 0.02
C 0.04 0.54 0.01
C 1.36 -0.21 0.01
F 2.33 0.75 -0.05
C -1.34 -0.19 -0.02
F -2.32 0.75 -0.02
H 1.41 -0.83 0.92
H 1.36 -0.92 -0.82
H -1.41 -0.84 0.85
H -1.47 -0.77 -0.90
*
```

The orbital gap comes out at 10.97 eV. Its relative energy (zero: lowest compared OMol25 entry of this formula, charge and spin) is 0.690 eV.

The following is a DFT calculation (wB97M-V/def2-TZVPD) of one molecule with the formula C8H8N4S in a non-equilibrium geometry.

ORCA input file:
```
! wB97M-V def2-TZVPD RIJCOSX def2/J DEFGRID3
* xyz 0 1
C -3.96 0.00 -0.27
C -3.05 1.06 -0.19
N -1.91 0.45 0.21
C -0.64 1.02 0.41
S 0.01 2.14 -0.95
C 0.54 0.45 -0.50
N 1.77 0.12 -0.06
C 2.66 1.03 0.50
C 3.80 0.24 0.69
N 3.56 -1.05 0.34
C 2.30 -1.16 -0.02
C -2.14 -0.89 0.30
N -3.36 -1.18 0.02
H -5.05 -0.01 -0.53
H -3.22 2.13 -0.30
H -0.44 1.45 1.33
H 0.13 -0.29 -1.11
H 2.39 2.06 0.25
H 4.77 0.60 1.05
H 1.94 -2.05 -0.45
H -1.17 -1.44 0.40
*
```

The orbital gap comes out at 9.37 eV. Its relative energy (zero: lowest compared OMol25 entry of this formula, charge and spin) is 1.980 eV.

The following is a DFT calculation (wB97M-V/def2-TZVPD) of a 14-piece molecular cluster, C28H90N6O14 overall in a non-equilibrium geometry.

ORCA input file:
```
! wB97M-V def2-TZVPD RIJCOSX def2/J DEFGRID3
* xyz 0 1
C -2.86 7.65 0.01
C -3.53 6.79 1.06
O -3.35 5.37 0.68
H -3.38 7.47 -0.93
H -1.78 7.52 -0.02
H -2.88 8.69 0.34
H -4.56 7.14 1.11
H -3.13 6.85 2.07
H -4.05 4.91 1.14
C -2.03 -0.37 0.44
C -1.80 -1.10 1.81
O -0.63 -1.95 1.72
H -3.04 0.03 0.37
H -2.01 -1.12 -0.35
H -1.31 0.44 0.29
H -2.64 -1.77 2.01
H -1.67 -0.38 2.62
H -0.78 -2.64 1.08
O -1.75 -5.44 -0.35
H -2.07 -5.75 0.50
H -2.53 -5.44 -0.91
O -2.58 -6.01 3.33
H -2.23 -5.29 3.85
H -3.41 -6.23 3.74
O 1.28 -6.60 -2.34
H 1.78 -7.03 -1.64
H 0.51 -6.23 -1.90
O -5.94 -4.35 4.93
H -6.56 -4.67 5.59
H -6.50 -4.11 4.19
O -5.41 -0.06 6.03
H -5.75 -0.09 6.93
H -5.34 -0.99 5.78
O 3.75 -2.34 3.06
H 2.81 -2.33 2.90
H 3.94 -3.21 3.39
C -4.59 4.07 -5.21
C -3.80 2.93 -4.63
C -2.27 3.05 -4.54
O -1.85 3.17 -5.92
C -0.43 2.97 -6.05
N -4.40 2.78 -3.33
H -4.64 4.99 -4.62
H -5.66 3.93 -5.37
H -4.18 4.26 -6.21
H -4.08 2.04 -5.20
H -1.76 2.21 -4.08
H -2.00 3.95 -3.99
H -0.05 2.10 -5.52
H 0.22 3.74 -5.63
H -0.19 2.98 -7.11
H -4.28 3.56 -2.69
H -3.89 2.01 -2.93
C 2.24 -7.40 6.92
C 2.05 -6.10 6.12
C 1.35 -4.91 6.91
O 0.11 -5.34 7.41
C -0.66 -4.30 8.02
N 3.36 -5.76 5.64
H 1.39 -7.69 7.53
H 3.10 -7.23 7.57
H 2.55 -8.25 6.31
H 1.38 -6.34 5.29
H 1.22 -4.01 6.31
H 1.95 -4.61 7.77
H -1.51 -4.60 8.64
H -0.90 -3.50 7.33
H -0.01 -3.89 8.80
H 3.73 -6.58 5.19
H 3.97 -5.67 6.44
C 2.35 4.58 1.19
C 3.44 3.53 1.07
C 4.81 4.14 0.60
O 4.80 4.76 -0.73
C 4.34 4.08 -1.83
N 3.64 2.92 2.42
H 2.21 5.02 0.21
H 2.42 5.35 1.97
H 1.40 4.13 1.45
H 3.15 2.79 0.32
H 5.71 3.52 0.64
H 5.05 4.84 1.40
H 4.85 3.12 -1.89
H 4.55 4.74 -2.67
H 3.25 4.08 -1.89
H 2.80 2.46 2.72
H 4.31 2.16 2.38
C -2.24 -3.02 -7.15
C -1.49 -2.11 -8.11
C -1.09 -2.82 -9.37
O -0.22 -1.97 -10.08
C 0.37 -2.63 -11.24
N -2.35 -1.01 -8.33
H -1.73 -3.96 -6.96
H -3.21 -3.33 -7.55
H -2.50 -2.61 -6.17
H -0.55 -1.81 -7.65
H -1.93 -3.21 -9.96
H -0.52 -3.73 -9.18
H -0.32 -3.07 -11.96
H 0.98 -3.45 -10.86
H 0.93 -1.84 -11.73
H -2.20 -0.31 -7.62
H -1.90 -0.65 -9.16
C -0.75 5.97 6.59
C -1.17 5.50 7.95
C 0.01 4.81 8.65
O 0.75 3.81 7.98
C -0.07 2.59 7.79
N -1.67 6.65 8.69
H -0.62 5.14 5.90
H 0.17 6.55 6.70
H -1.42 6.72 6.16
H -1.99 4.79 7.97
H -0.23 4.38 9.62
H 0.81 5.48 8.95
H -0.91 2.49 8.48
H 0.57 1.70 7.85
H -0.39 2.61 6.75
H -2.61 6.81 8.33
H -1.87 6.28 9.61
C 3.14 -1.75 -3.25
C 4.42 -2.39 -3.87
C 4.02 -2.90 -5.29
O 5.11 -3.05 -6.16
C 4.69 -3.48 -7.46
N 5.53 -1.46 -4.03
H 2.95 -0.73 -3.58
H 3.40 -1.71 -2.19
H 2.25 -2.37 -3.38
H 4.68 -3.28 -3.28
H 3.25 -2.28 -5.73
H 3.53 -3.87 -5.19
H 3.98 -4.30 -7.40
H 5.57 -3.81 -8.03
H 4.09 -2.71 -7.93
H 6.33 -1.98 -4.36
H 5.32 -0.82 -4.78
*
```

The orbital gap comes out at 8.75 eV. Its relative energy (zero: lowest compared OMol25 entry of this formula, charge and spin) is 4.984 eV.

The following is a DFT calculation (wB97M-V/def2-TZVPD) of C26H20LiN2S3Sb as an isolated structure in a non-equilibrium geometry.

ORCA input file:
```
! wB97M-V def2-TZVPD RIJCOSX def2/J DEFGRID3
* xyz 0 1
Li 0.31 -0.38 -1.70
C -2.56 3.15 5.16
C -1.38 2.53 4.79
C -1.31 1.86 3.58
C -2.40 1.86 2.68
C -3.59 2.49 3.08
C -3.63 3.14 4.29
Sb -2.19 1.35 0.59
C -0.27 0.44 0.74
C -0.04 -0.92 0.68
C 1.27 -1.42 0.59
C 2.34 -0.50 0.64
C 2.08 0.86 0.71
C 0.80 1.35 0.79
C -3.50 -0.34 0.66
C -4.26 -0.79 1.73
C -5.22 -1.83 1.60
C -5.37 -2.46 0.37
C -4.67 -2.00 -0.75
C -3.77 -0.97 -0.57
H -2.68 3.66 6.13
H -0.51 2.49 5.42
H -0.42 1.44 3.22
H -4.39 2.52 2.41
H -4.57 3.64 4.59
H -0.90 -1.53 0.71
H 1.45 -2.48 0.51
H 3.34 -0.83 0.60
H 2.87 1.61 0.75
H 0.63 2.40 0.92
H -4.17 -0.36 2.69
H -5.87 -2.06 2.41
H -6.15 -3.18 0.27
H -4.78 -2.40 -1.76
H -3.17 -0.65 -1.41
S 5.10 2.34 -2.98
C 3.53 1.80 -2.94
S 2.10 2.86 -2.98
C 1.02 1.43 -2.94
N 1.69 0.33 -2.96
N 3.07 0.55 -3.09
C 3.88 -0.63 -3.15
C 4.80 -0.80 -4.19
C 5.48 -2.02 -4.25
C 5.29 -3.04 -3.35
C 4.26 -2.89 -2.41
C 3.59 -1.70 -2.31
S -0.71 1.46 -2.82
H 4.92 -0.05 -4.97
H 6.19 -2.07 -5.05
H 5.79 -4.04 -3.39
H 3.92 -3.67 -1.71
H 2.76 -1.56 -1.64
*
```

The orbital gap comes out at 7.76 eV.

The following is a DFT calculation (wB97M-V/def2-TZVPD) of an isolated ion of composition C5H8N2 and charge +2 in a non-equilibrium geometry.

ORCA input file:
```
! wB97M-V def2-TZVPD RIJCOSX def2/J DEFGRID3
* xyz 2 1
C -1.94 -1.93 -1.99
C -1.13 -1.56 -0.90
C -0.38 -0.32 -0.89
C 0.24 0.11 0.14
N 0.92 1.18 0.89
C 1.60 1.36 1.96
N 2.43 2.40 2.08
H -2.86 -1.44 -1.55
H -2.30 -2.87 -1.99
H -1.80 -1.43 -2.91
H -1.02 -2.41 -0.20
H -0.62 0.36 -1.69
H 1.60 0.72 2.83
H 2.82 2.70 2.98
H 2.43 3.12 1.26
*
```

The orbital gap comes out at 8.21 eV. Its relative energy (zero: lowest compared OMol25 entry of this formula, charge and spin) is 2.571 eV.

The following is a DFT calculation (wB97M-V/def2-TZVPD) of a 2-piece molecular cluster, C4H8NO3 overall in a non-equilibrium geometry.

ORCA input file:
```
! wB97M-V def2-TZVPD RIJCOSX def2/J DEFGRID3
* xyz -1 1
C -2.44 0.89 1.03
C -2.23 -0.48 0.44
O -3.11 -0.84 -0.40
O -1.28 -1.17 0.83
H -3.37 1.26 0.85
H -1.65 1.48 0.57
H -2.23 1.04 2.10
C 3.37 1.02 -0.06
C 2.05 0.32 -0.56
O 1.25 0.97 -1.16
N 1.99 -1.05 -0.40
H 3.70 0.84 0.94
H 2.93 2.05 0.00
H 1.05 -1.44 -0.60
H 2.45 -1.50 0.38
H 4.14 1.21 -0.79
*
```

The orbital gap comes out at 7.00 eV. Its relative energy (zero: lowest compared OMol25 entry of this formula, charge and spin) is 1.477 eV.

The following is a DFT calculation (wB97M-V/def2-TZVPD) of C14H16NO6Ti as an isolated structure in a non-equilibrium geometry.

ORCA input file:
```
! wB97M-V def2-TZVPD RIJCOSX def2/J DEFGRID3
* xyz 1 1
Ti -0.30 0.65 0.03
O -1.37 3.72 -2.53
C -1.07 2.58 -2.00
O -0.32 2.45 -1.03
C -1.74 1.39 -2.64
O -1.09 0.25 -2.12
C -1.92 -0.92 -1.97
C -2.55 -0.95 -0.58
O -3.39 -1.71 -0.26
O -2.00 -0.03 0.27
H -0.93 4.45 -2.06
H -2.80 1.43 -2.38
H -1.64 1.44 -3.73
H -2.68 -0.96 -2.75
H -1.26 -1.78 -2.07
C -0.60 2.64 3.07
C 0.32 1.45 2.94
C -0.19 0.21 3.65
O 0.47 1.13 1.53
H -0.66 2.94 4.12
H -1.61 2.39 2.73
H -0.23 3.49 2.50
H 1.33 1.70 3.27
H -1.17 -0.07 3.28
H -0.27 0.41 4.72
H 0.50 -0.62 3.51
N 4.62 -4.66 -1.47
C 3.82 -3.87 -1.24
C 2.83 -2.87 -0.96
C 2.98 -1.58 -1.46
C 2.01 -0.63 -1.20
C 0.91 -0.95 -0.41
C 0.76 -2.24 0.10
C 1.72 -3.20 -0.18
H 3.85 -1.34 -2.06
H 2.15 0.37 -1.61
H -0.08 -2.50 0.73
H 1.62 -4.21 0.21
*
```

The orbital gap comes out at 8.32 eV. Its relative energy (zero: lowest compared OMol25 entry of this formula, charge and spin) is 0.000 eV.

The following is a DFT calculation (wB97M-V/def2-TZVPD) of a 2-piece molecular cluster, C4H13Cl2NP overall.

ORCA input file:
```
! wB97M-V def2-TZVPD RIJCOSX def2/J DEFGRID3
* xyz 1 1
N 1.63 -0.35 -1.90
C 1.02 0.91 -2.27
C -0.35 1.13 -1.61
P -1.55 -0.12 -2.10
H 1.71 -1.03 -2.65
H 1.23 -0.76 -1.07
H 0.96 1.00 -3.36
H 1.65 1.75 -1.94
H -0.78 2.11 -1.85
H -0.25 1.06 -0.53
H -0.95 -1.17 -2.78
H -2.52 0.40 -2.95
H -2.24 -0.69 -1.03
Cl 0.46 -1.28 1.33
C -0.48 -0.62 2.72
C 0.42 -0.23 3.86
Cl 1.23 -1.65 4.57
H -1.17 -1.41 3.01
H -1.04 0.24 2.36
H -0.18 0.23 4.64
H 1.19 0.46 3.54
*
```

The orbital gap comes out at 9.96 eV. Its relative energy (zero: lowest compared OMol25 entry of this formula, charge and spin) is 0.000 eV.